Record 1
Here is C12H33BiClIN2P2S as an isolated structure in a non-equilibrium geometry from the OMol25 dataset. Energies are from ωB97M-V/def2-TZVPD.

Computed properties:
Kohn-Sham gap (spin up / spin down) = 4.5 / 3.5 eV
E_HOMO (spin up / spin down) = -13.666 / -13.210 eV
LUMO energy (spin up / spin down) = -9.19 / -9.68 eV

The geometry in ORCA input format:
```
! RIJCOSX wB97M-V def2-TZVPD def2/J DEFGRID3
* xyz 2 1
C 1.5567 0.6050 0.1042
I -0.5004 -0.7207 -1.1123
H 1.8270 -0.2438 -0.5599
H 2.5697 0.8550 0.4639
H 1.1756 1.5168 -0.3880
Bi 3.1098 -1.8825 -4.4047
P 1.7847 -2.9796 -0.2129
C 1.1722 -3.2687 1.5223
C 0.8651 -4.3517 -1.0269
H 1.1244 -5.3206 -0.5830
H 3.3575 -4.7502 0.4222
H 1.1054 -4.3381 -2.0965
H 3.9123 -3.8131 -1.0187
H 0.0905 -3.0747 1.5508
H -0.2138 -4.1655 -0.9051
C 3.4372 -3.7506 -0.0285
H 1.3904 -4.3019 1.8268
H 4.0544 -3.1052 0.6166
H 1.6693 -2.5548 2.1936
P 0.7449 1.3940 -3.1327
C -0.2286 2.7154 -2.2680
C 1.9691 2.4199 -4.0245
H 0.0336 0.1328 -5.0536
H -0.4781 1.8479 -5.2160
H -1.3718 0.7295 -4.1301
C -0.3829 1.0000 -4.5297
H 2.6270 1.7572 -4.6039
H 1.4786 3.1344 -4.7028
H -0.0989 3.6816 -2.7529
H 0.1494 2.8015 -1.2468
H 2.5841 2.9729 -3.2981
H -1.2926 2.4557 -2.2197
Cl 3.3422 -3.2375 -6.4272
C -4.2657 0.6823 1.2451
C -2.8993 0.2774 1.7592
N -1.8052 1.2418 1.3317
C -0.6563 1.1531 2.0829
S 0.7428 0.1501 1.7039
N -0.5973 1.6714 3.3093
C -1.5937 2.5418 3.9805
C -1.7265 2.0718 5.4178
H -4.4971 1.7318 1.4812
H -5.0104 0.0297 1.7329
H -4.3786 0.5148 0.1609
H -2.8980 0.2289 2.8561
H -2.6376 -0.7095 1.3408
H -1.5736 0.9422 0.3412
H 0.2508 1.4381 3.8348
H -1.2255 3.5649 3.9373
H -2.5390 2.4688 3.4108
H -0.7773 2.1962 5.9619
H -2.4883 2.6385 5.9263
H -1.9883 1.0058 5.4275
*
```

=====

Record 2
Here is one molecule with the formula C23H28N2O5 from the OMol25 dataset. Energies are from ωB97M-V/def2-TZVPD.

Computed properties:
Relative energy (zero: lowest compared OMol25 entry of this formula, charge and spin) = 1.697 eV
Kohn-Sham gap = 8.5 eV
E_HOMO = -8.043 eV
LUMO energy = 0.45 eV

The geometry in ORCA input format:
```
! RIJCOSX wB97M-V def2-TZVPD def2/J DEFGRID3
* xyz 0 1
C 1.9388 -0.4926 5.3429
O 2.2569 -1.5927 4.5266
C 2.7695 -1.2687 3.2569
C 1.6856 -0.7589 2.2780
C 1.6897 0.7604 2.0827
N 1.7555 -1.4211 0.9901
C 0.6487 -1.9431 0.3531
C -0.7084 -1.9814 0.9622
C 1.0238 -2.3665 -0.8850
C 2.4137 -2.1008 -1.0264
C 3.2146 -2.2287 -2.2267
O 4.4206 -2.3680 -2.2543
C 2.4201 -2.0709 -3.5315
O 1.4939 -1.0072 -3.3601
C 0.1975 -1.2479 -3.5917
O -0.2149 -2.2170 -4.1844
C -0.6694 -0.2200 -2.9740
C -2.0094 -0.1404 -3.3383
C -2.8657 0.7245 -2.6894
C -2.4079 1.5174 -1.6322
N -3.2923 2.3499 -0.9422
C -4.7202 2.3235 -1.2220
C -5.3504 3.0948 -0.0613
C -4.2371 4.0410 0.3634
C -2.9637 3.3063 -0.0183
O -1.8643 3.5464 0.4217
C -1.0562 1.4467 -1.2821
C -0.2003 0.5976 -1.9486
C 2.8358 -1.5285 0.1699
C 4.2178 -1.0920 0.4932
H 2.7801 0.2074 5.4101
H 1.0543 0.0454 4.9839
H 1.7286 -0.8979 6.3310
H 3.5832 -0.5369 3.3540
H 3.1765 -2.2103 2.8822
H 0.7270 -1.0484 2.7202
H 1.5703 1.2710 3.0340
H 0.8680 1.0502 1.4310
H 2.6168 1.0960 1.6265
H -0.7192 -2.5625 1.8849
H -1.0756 -0.9768 1.1760
H -1.3909 -2.4473 0.2566
H 0.3882 -2.8537 -1.5969
H 1.8817 -2.9945 -3.7770
H 3.1085 -1.8279 -4.3459
H -2.3704 -0.7701 -4.1372
H -3.8919 0.7736 -3.0147
H -4.9242 2.8143 -2.1814
H -5.0807 1.2939 -1.2665
H -5.5929 2.4120 0.7538
H -6.2600 3.6106 -0.3611
H -4.2621 4.9764 -0.2001
H -4.2386 4.2853 1.4235
H -0.6828 2.0678 -0.4862
H 0.8382 0.5460 -1.6633
H 4.2449 -0.1336 1.0049
H 4.7190 -1.8297 1.1197
H 4.7820 -1.0224 -0.4340
*
```

=====

Record 3
Here is C40H50As3Cl4MoN4O6S2 as an isolated structure in a non-equilibrium geometry from the OMol25 dataset. Energies are from ωB97M-V/def2-TZVPD.

Computed properties:
Relative energy (zero: lowest compared OMol25 entry of this formula, charge and spin) = 0.000 eV
Kohn-Sham gap (spin up / spin down) = 6.8 / 6.9 eV
E_HOMO (spin up / spin down) = -10.097 / -10.310 eV
Expectation value of S² = 2.020
LUMO energy (spin up / spin down) = -3.33 / -3.42 eV

The geometry in ORCA input format:
```
! RIJCOSX wB97M-V def2-TZVPD def2/J DEFGRID3
* xyz 1 3
Mo -0.8478 -0.8734 1.1685
O -3.7193 -1.1377 2.6359
S -3.3567 0.1653 3.1049
O -3.2944 0.3970 4.5446
N -1.8367 0.4550 2.4819
C -1.1909 1.5984 2.9432
C -1.7351 2.7480 3.4545
C -0.9231 3.8198 3.8629
C 0.4605 3.7780 3.6787
C 1.0308 2.6297 3.0948
C 2.4057 2.4863 2.8769
C 2.8783 1.3617 2.2726
C 1.9948 0.3739 1.8540
N 0.6916 0.4820 2.0609
C 0.2014 1.5789 2.7031
C -4.4181 1.3807 2.3236
C -4.1080 1.8010 1.0346
C -4.7851 2.8742 0.5034
C -5.8126 3.4551 1.2777
C -6.1241 2.9782 2.5151
C -5.3712 1.9582 3.1175
H -2.7604 2.8441 3.7243
H -1.3158 4.6924 4.3858
H 1.0394 4.5464 4.1039
H 3.0327 3.2609 3.2336
H 3.9088 1.1078 2.0846
H 2.3366 -0.5074 1.3279
H -3.3351 1.2973 0.4785
H -4.6331 3.1832 -0.5447
H -6.3726 4.3061 0.9226
H -6.9039 3.4784 3.0597
H -5.5681 1.6563 4.1299
C 3.6019 -2.9622 -1.9992
As 3.0424 -1.2942 -1.0795
C 4.8009 -0.9281 -0.3585
C 3.1436 -0.1132 -2.6125
C 2.5129 1.2497 -2.4477
C 3.0802 2.0839 -1.3100
C 0.9852 1.1234 -2.3787
As -0.2892 1.2662 -0.8647
C -0.1947 3.0390 -0.1445
C -1.7966 1.5347 -2.0655
C 2.9465 1.9945 -3.7361
As 2.7779 3.9404 -4.1608
C 1.2227 4.5361 -3.1255
C 4.1715 4.7562 -3.0613
H 4.4939 -2.7325 -2.5764
H 2.8373 -3.2303 -2.6957
H 3.7234 -3.7122 -1.2247
H 5.6071 -1.3139 -0.9565
H 4.7732 -1.4946 0.5536
H 4.8879 0.1438 -0.1695
H 2.6485 -0.6643 -3.4392
H 4.1757 -0.0845 -2.8746
H 2.9972 1.5042 -0.3853
H 2.5638 3.0044 -1.1210
H 4.1443 2.2807 -1.4562
H 0.6663 0.1179 -2.7390
H 0.5271 1.8145 -3.0926
H -0.2905 3.8056 -0.8995
H 0.6851 3.3043 0.4167
H -1.0314 3.1195 0.5151
H -1.6307 2.4165 -2.6893
H -2.6991 1.6582 -1.4699
H -1.8784 0.6942 -2.7600
H 2.4038 1.5246 -4.5779
H 4.0070 1.7887 -3.9440
H 0.3444 4.2053 -3.6724
H 1.3107 5.6444 -3.2211
H 1.2489 4.2622 -2.0669
H 5.1710 4.4182 -3.3404
H 4.1229 4.6128 -1.9782
H 4.2123 5.8433 -3.1641
Cl -6.4416 -3.3467 -1.6816
C -5.1326 -3.1311 -0.5938
C -4.6483 -4.1736 0.1901
Cl -5.5298 -5.6608 0.2121
C -3.4760 -4.0285 0.9462
Cl -2.8929 -5.2497 2.0306
C -2.7575 -2.8625 0.7977
O -1.5934 -2.6197 1.4226
C -3.2591 -1.7911 0.0582
O -2.5177 -0.6666 0.0819
C -4.3996 -1.9316 -0.7049
Cl -4.8540 -0.6365 -1.7270
C -0.2091 -2.4200 -3.9009
S -0.3138 -2.9448 -2.1647
C -1.8243 -3.8880 -2.3513
O -0.5191 -1.6977 -1.3436
H -1.2174 -2.3387 -4.3075
H 0.3819 -3.0969 -4.4802
H 0.2486 -1.4423 -3.9049
H -1.5228 -4.7739 -2.9562
H -2.6477 -3.3372 -2.8033
H -2.1704 -4.1748 -1.3595
N 1.6628 -5.6288 0.0491
C 2.5051 -5.3625 1.0871
O 3.5526 -5.9322 1.2592
C 1.9847 -4.2575 2.0335
C 2.2195 -4.2202 3.4200
C 1.7924 -3.1373 4.1621
C 1.0312 -2.1927 3.5085
N 0.6805 -2.2423 2.1966
C 1.1532 -3.2905 1.4947
H 2.0329 -6.3787 -0.5432
H 0.6812 -5.6402 0.2779
H 2.8734 -5.0100 3.8135
H 1.9780 -3.0625 5.2246
H 0.6324 -1.4059 4.1086
H 0.9216 -3.3585 0.4058
*
```

=====

Record 4
Here is one molecule with the formula C4H13N3 in a non-equilibrium geometry from the OMol25 dataset. Energies are from ωB97M-V/def2-TZVPD.

Computed properties:
Relative energy (zero: lowest compared OMol25 entry of this formula, charge and spin) = 2.196 eV
Kohn-Sham gap = 10.0 eV
E_HOMO = -8.969 eV
LUMO energy = 1.02 eV

The geometry in ORCA input format:
```
! RIJCOSX wB97M-V def2-TZVPD def2/J DEFGRID3
* xyz 0 1
N 0.9398 0.9290 -2.4173
C -0.5302 0.6431 -2.0538
C -0.6527 -0.4753 -0.9492
C -0.3781 0.0178 0.4458
N -1.7422 -0.1608 1.2137
C 0.7190 -0.8372 1.1447
N 1.3210 -0.2797 2.4876
H 1.0504 1.7784 -3.0178
H 1.4200 0.9797 -1.5175
H -1.0581 1.5508 -1.6304
H -1.0941 0.2632 -2.8611
H 0.1177 -1.3702 -1.1615
H -1.6099 -0.8776 -1.0988
H 0.1057 0.9452 0.4418
H -1.6230 -0.2586 2.3017
H -2.3666 0.6606 0.9604
H 1.5884 -1.1339 0.5573
H 0.3863 -1.8315 1.4969
H 2.1780 0.3759 2.4206
H 1.2287 -0.9189 3.2369
*
```

=====

Record 5
Here is C31H39BN10O5S2Se2Ti as an isolated structure in a non-equilibrium geometry from the OMol25 dataset. Energies are from ωB97M-V/def2-TZVPD.

Computed properties:
Relative energy (zero: lowest compared OMol25 entry of this formula, charge and spin) = 2.449 eV
Kohn-Sham gap (spin up / spin down) = 5.2 / 5.3 eV
E_HOMO (spin up / spin down) = -3.126 / -3.131 eV
Expectation value of S² = 0.756
LUMO energy (spin up / spin down) = 2.09 / 2.12 eV

The geometry in ORCA input format:
```
! RIJCOSX wB97M-V def2-TZVPD def2/J DEFGRID3
* xyz -1 2
Ti 0.1413 0.2241 0.0860
C 0.4103 2.2168 4.2111
C 0.3887 2.5768 2.8586
N 1.0339 1.6892 2.1161
N 1.4880 0.7461 2.9692
C 1.1136 1.0312 4.2309
B 2.3157 -0.4601 2.4287
N 1.3523 -1.6420 2.1360
C 1.0798 -2.7526 2.8290
C 0.0356 -3.4153 2.2076
C -0.2795 -2.6193 1.1132
N 0.5093 -1.5499 1.0742
N 2.9997 0.0105 1.1324
C 4.3150 0.2090 0.9267
C 4.4714 0.8913 -0.2599
C 3.1710 1.0761 -0.7354
N 2.2984 0.5512 0.1078
N 3.3774 -0.8274 3.4592
C 4.0723 0.0389 4.2371
C 5.0513 -0.6682 4.8874
C 4.8776 -1.9891 4.4296
N 3.8811 -2.0795 3.5682
H -0.0313 2.7320 5.0456
H -0.0823 3.4267 2.3893
H 1.3731 0.3802 5.0492
H 1.6683 -3.0142 3.6898
H -0.4142 -4.3485 2.4959
H -1.0086 -2.7723 0.3343
H 5.0445 -0.1623 1.6265
H 5.3906 1.1784 -0.7387
H 2.8300 1.4984 -1.6717
H 3.8346 1.0890 4.2508
H 5.7768 -0.2918 5.5874
H 5.4397 -2.8729 4.6883
O -2.3122 0.7949 3.8734
C -3.4646 0.9939 3.2045
C -4.5763 1.3598 3.9665
C -5.7980 1.5707 3.3621
C -5.9394 1.4197 1.9846
C -4.8422 1.0524 1.2312
C -3.5948 0.8364 1.8196
C -2.4440 0.4213 0.9747
O -1.2313 0.4907 1.4649
N -2.7042 0.0138 -0.2108
N -1.5766 -0.3869 -0.9773
C -1.9970 -0.5358 -2.1943
S -3.6367 -0.0340 -2.6265
C -3.5127 -0.4713 -4.3836
C -2.0450 -0.5215 -4.7581
S -1.1501 -1.3608 -3.4384
H -1.5921 0.6505 3.2289
H -4.4473 1.4699 5.0352
H -6.6494 1.8574 3.9672
H -6.8964 1.5844 1.5079
H -4.9250 0.9157 0.1612
H -4.0330 0.3010 -4.9503
H -4.0108 -1.4287 -4.5384
H -1.6046 0.4796 -4.8205
H -1.8611 -1.0580 -5.6883
O 4.6936 -1.3359 -3.3434
C 3.8296 -0.5283 -4.1407
C 2.6108 -1.2594 -4.7044
C 3.0906 -2.1936 -5.8263
O 2.0563 -2.9573 -6.4529
C 1.9760 -2.1777 -3.6403
Se 1.7235 -1.5524 -1.7921
C 1.6996 -0.2092 -5.3749
Se 0.9010 1.3436 -4.4250
H 4.2067 -1.4812 -2.5150
H 4.4363 -0.1457 -4.9672
H 3.4684 0.3248 -3.5660
H 3.8546 -2.8670 -5.4213
H 3.5462 -1.6037 -6.6246
H 1.5955 -3.4274 -5.7504
H 2.6645 -3.0092 -3.4816
H 1.0470 -2.5899 -4.0263
H 0.8867 -0.7382 -5.8719
H 2.3034 0.2544 -6.1579
C -1.2642 4.2086 -1.5970
C -0.0541 4.5519 -0.7136
C 0.7433 3.2654 -0.7353
O -0.2802 2.2451 -0.6663
C -1.3626 2.6780 -1.5357
H -1.0926 4.5241 -2.6256
H -2.1755 4.6842 -1.2359
H -0.3750 4.7813 0.3050
H 0.5267 5.3911 -1.0943
H 1.4153 3.1192 0.1060
H 1.2798 3.1446 -1.6800
H -2.2920 2.3179 -1.1002
H -1.2069 2.2243 -2.5142
*
```